Here is 8 unconnected molecules or ions with the total composition C45H103ClN7O9 from OMol25. Energies are from ωB97M-V/def2-TZVPD.

ORCA input file:
```
! wB97M-V def2-TZVPD RIJCOSX def2/J DEFGRID3
* xyz 1 1
N -4.18 11.59 8.07
H -4.12 10.78 8.68
H -3.23 11.81 7.80
H -4.62 12.30 8.64
H -4.66 11.29 7.24
N -5.15 2.28 12.88
H -4.66 3.13 12.61
H -4.56 1.53 12.56
H -6.03 2.19 12.38
H -5.37 2.29 13.86
Cl -4.12 6.97 10.54
O -3.41 8.23 10.72
O -3.96 6.72 9.14
O -3.66 5.96 11.47
O -5.56 7.20 10.66
C -5.10 10.26 15.26
C -5.24 11.43 16.23
C -4.54 11.06 17.51
C -4.53 12.16 18.60
C -3.81 13.34 18.00
C -4.20 13.79 16.52
N -4.49 12.59 15.69
O -4.91 12.95 14.41
C -5.51 14.71 16.66
C -3.04 14.60 15.92
C -6.77 11.68 16.48
H -5.50 9.40 15.78
H -4.10 10.09 14.86
H -5.78 10.21 14.41
H -4.94 10.15 17.96
H -3.54 10.74 17.25
H -3.81 11.86 19.37
H -5.48 12.37 19.08
H -2.73 13.33 18.18
H -4.10 14.12 18.70
H -6.04 14.84 15.72
H -6.25 14.37 17.38
H -5.35 15.75 16.95
H -2.21 14.00 15.55
H -3.23 15.44 15.25
H -2.56 15.11 16.76
H -7.02 12.53 15.84
H -6.91 12.05 17.50
H -7.41 10.81 16.34
H -4.12 12.58 14.02
C -9.70 13.90 9.82
C -8.95 13.11 8.72
C -9.90 12.89 7.47
C -10.00 13.91 6.36
C -8.63 14.42 6.05
C -7.76 14.94 7.33
N -7.70 13.82 8.31
O -6.82 14.06 9.34
C -6.41 15.33 6.73
C -8.39 16.22 7.94
C -8.57 11.72 9.34
H -10.42 13.27 10.35
H -10.31 14.73 9.47
H -9.08 14.35 10.60
H -9.67 11.91 7.04
H -10.91 12.83 7.87
H -10.58 14.73 6.79
H -10.50 13.58 5.45
H -8.73 15.23 5.32
H -8.08 13.67 5.49
H -6.56 16.03 5.91
H -5.78 15.74 7.52
H -5.82 14.46 6.45
H -7.99 16.53 8.90
H -8.34 17.04 7.22
H -9.46 16.04 8.03
H -7.87 11.19 8.69
H -9.34 10.98 9.56
H -8.10 11.98 10.29
H -7.36 14.34 10.08
C -0.39 12.59 10.19
C 0.65 12.30 9.00
C 1.53 11.14 9.60
C 2.24 10.24 8.57
C 1.15 9.71 7.54
C 0.48 10.87 6.82
N -0.04 11.87 7.76
O -0.78 12.98 7.20
C 1.45 11.52 5.83
C -0.59 10.16 6.06
C 1.63 13.49 8.91
H -1.00 13.44 9.88
H 0.15 12.95 11.07
H -1.13 11.84 10.48
H 2.25 11.60 10.28
H 0.90 10.44 10.14
H 2.76 9.44 9.10
H 3.01 10.82 8.06
H 0.41 9.22 8.17
H 1.51 8.96 6.84
H 1.00 12.39 5.35
H 2.30 11.92 6.39
H 1.84 10.88 5.04
H -0.26 9.35 5.41
H -1.31 9.68 6.72
H -1.10 10.89 5.43
H 2.24 13.85 9.73
H 1.15 14.40 8.53
H 2.27 13.36 8.04
H -0.11 13.49 6.73
C -0.75 1.35 12.46
C -0.83 0.04 11.69
C -0.52 -1.08 12.77
C -0.90 -2.52 12.19
C -2.35 -2.54 11.72
C -2.75 -1.40 10.74
N -2.19 -0.09 11.11
O -2.52 0.95 10.28
C -2.25 -1.90 9.36
C -4.29 -1.42 10.70
C 0.23 0.00 10.61
H -0.83 2.23 11.82
H 0.07 1.37 13.19
H -1.62 1.49 13.09
H 0.55 -0.95 12.93
H -1.09 -0.92 13.68
H -0.76 -3.36 12.87
H -0.31 -2.80 11.32
H -3.10 -2.51 12.51
H -2.58 -3.52 11.30
H -2.80 -2.82 9.14
H -2.37 -1.25 8.50
H -1.19 -2.12 9.22
H -4.84 -1.10 11.59
H -4.65 -0.82 9.87
H -4.66 -2.43 10.52
H 1.16 0.32 11.08
H 0.17 0.73 9.81
H 0.39 -0.94 10.08
H -1.80 1.04 9.65
C -4.84 0.42 16.69
C -5.62 1.50 17.46
C -4.44 2.29 18.11
C -4.86 3.67 18.73
C -5.56 4.46 17.61
C -6.80 3.73 16.96
N -6.43 2.37 16.57
O -7.49 1.58 15.98
C -8.07 3.77 17.89
C -7.13 4.72 15.77
C -6.49 0.86 18.54
H -5.57 -0.21 16.17
H -4.29 -0.22 17.38
H -4.05 0.73 16.01
H -4.04 1.60 18.86
H -3.58 2.43 17.45
H -4.09 4.20 19.30
H -5.51 3.43 19.57
H -4.81 4.57 16.83
H -5.82 5.46 17.97
H -8.47 4.77 18.01
H -8.82 3.05 17.55
H -7.83 3.45 18.91
H -6.25 5.06 15.22
H -7.81 4.28 15.04
H -7.69 5.58 16.12
H -6.99 1.58 19.18
H -5.97 0.14 19.17
H -7.30 0.29 18.07
H -8.18 1.55 16.65
*
```

Properties
Gap between HOMO and LUMO in eV: 7.3
HOMO energy in Ha: -0.347